1 | Molecular formula: C4H2N2O
Method: DFT, wB97M-V/def2-TZVPD

CARTESIAN COORDINATES (ANGSTROEM)
1 N -1.297 -0.387 3.048
2 C -0.936 -0.083 1.967
3 C -0.391 0.039 0.702
4 N -0.127 1.153 0.091
5 C 0.533 0.785 -1.083
6 C 0.568 -0.594 -1.143
7 O -0.084 -1.068 -0.026
8 H 0.798 1.535 -1.802
9 H 0.936 -1.380 -1.753

Calculated values
* SMILES string: N#Cc1ncco1
* gap between HOMO and LUMO: 10.00 eV
* HOMO: -10.05 eV
* 2S+1: 1


2 | Molecular formula: C4H2N2O
Method: DFT, wB97M-V/def2-TZVPD

CARTESIAN COORDINATES (ANGSTROEM)
1 C 1.989 -0.151 -0.274
2 C 0.653 -0.144 -0.057
3 C -0.484 -0.844 0.145
4 N -1.655 -1.155 0.205
5 N -2.794 0.193 0.359
6 C -1.969 1.079 0.305
7 O -0.869 1.540 0.074
8 H 2.741 0.597 -0.316
9 H 2.387 -1.115 -0.442

Calculated values
* SMILES string: C=C=C=NN=C=O
* gap between HOMO and LUMO (spin up / spin down): 9.12 / 9.12 eV
* HOMO (spin up / spin down): -10.26 / -10.26 eV
* 2S+1: 1


3 | Molecular formula: C4H2N2O
Method: DFT, wB97M-V/def2-TZVPD

CARTESIAN COORDINATES (ANGSTROEM)
1 C -2.502 -0.272 -0.042
2 C -1.323 -0.190 -0.014
3 C 0.188 -0.142 0.020
4 C 1.114 0.902 0.101
5 N 2.284 0.276 -0.089
6 O 2.079 -1.034 -0.017
7 N 0.695 -1.309 0.060
8 H -3.611 -0.185 0.001
9 H 1.075 1.953 -0.020

Calculated values
* SMILES string: C#Cc1cnon1
* gap between HOMO and LUMO: 10.93 eV
* HOMO: -10.67 eV
* 2S+1: 1


Verdict on stability: 2 comes out at the bottom.


1 | Molecular formula: C5H8F3NO2
Method: DFT, wB97M-V/def2-TZVPD

CARTESIAN COORDINATES (ANGSTROEM)
1 C -1.218 0.701 -1.025
2 N -1.065 0.183 0.361
3 C -2.127 0.469 1.265
4 C -0.356 -0.926 0.558
5 O -0.952 -2.173 -0.134
6 C 0.201 -1.726 -0.476
7 O 1.033 -1.880 -1.234
8 H -1.752 -0.049 -1.544
9 H -1.989 1.520 -0.833
10 H -0.281 1.038 -1.599
11 H -1.753 0.860 2.341
12 H -2.908 1.229 0.990
13 H -2.723 -0.368 1.494
14 H 0.077 -1.199 1.509
15 F 4.164 0.847 0.478
16 C 3.169 0.426 -0.358
17 F 2.727 1.422 -1.098
18 F 2.218 0.003 0.413
19 H 3.534 -0.378 -1.108

Calculated values
* SMILES string: CN(C)[C@H]1OC1=O.FC(F)F
* gap between HOMO and LUMO: 10.05 eV
* HOMO: -9.27 eV
* 2S+1: 1


2 | Molecular formula: C5H8F3NO2
Method: DFT, wB97M-V/def2-TZVPD

CARTESIAN COORDINATES (ANGSTROEM)
1 O -1.571 2.197 0.526
2 C -1.073 0.991 1.175
3 C -0.416 -0.076 0.110
4 C -1.449 -0.793 -0.686
5 F -2.415 -0.044 -1.251
6 F -0.990 -1.597 -1.692
7 F -2.184 -1.613 0.075
8 N 0.516 -0.946 0.748
9 C 1.793 -0.850 -0.135
10 C 1.765 0.535 -0.702
11 O 0.291 0.733 -0.829
12 H -0.661 2.340 0.074
13 H -0.448 1.267 2.106
14 H -1.969 0.445 1.545
15 H 0.071 -1.811 0.939
16 H 1.737 -1.648 -0.882
17 H 2.613 -0.963 0.605
18 H 2.180 1.299 -0.042
19 H 2.210 0.535 -1.682

Calculated values
* SMILES string: OC[C@]1(C(F)(F)F)NCCO1
* gap between HOMO and LUMO: 10.44 eV
* HOMO: -9.70 eV
* 2S+1: 1


Verdict on stability: 1 comes out at the bottom.


1 | Molecular formula: CH6N2S
Method: DFT, wB97M-V/def2-TZVPD

CARTESIAN COORDINATES (ANGSTROEM)
1 S 2.840 -0.896 -0.490
2 H 2.294 -2.001 -1.023
3 N 0.198 0.298 -0.610
4 C -0.433 0.251 0.491
5 N -1.705 0.606 0.717
6 H -0.290 0.641 -1.430
7 H 1.413 -0.172 -0.600
8 H 0.131 -0.093 1.353
9 H -2.129 0.475 1.616
10 H -2.318 0.891 -0.025

Calculated values
* gap between HOMO and LUMO: 7.95 eV
* HOMO: -7.59 eV
* 2S+1: 1


2 | Molecular formula: CH6N2S
Method: DFT, wB97M-V/def2-TZVPD

CARTESIAN COORDINATES (ANGSTROEM)
1 C -0.829 1.035 0.345
2 N -0.961 -1.320 0.098
3 N -0.885 -0.204 0.672
4 S 2.087 -0.008 -0.164
5 H -1.186 1.257 -0.685
6 H -0.470 1.811 1.096
7 H 1.046 -0.879 -0.154
8 H -1.052 -1.106 -0.895
9 H -0.758 -0.459 1.634
10 H 3.045 -0.322 -1.049

Calculated values
* gap between HOMO and LUMO: 9.17 eV
* HOMO: -8.25 eV
* 2S+1: 1


Verdict on stability: 2 comes out at the bottom.